Entry 1:
The following is a quantum chemistry calculation of a molecular structure, C46H41BF5N15Sr, from the OMol25 dataset.

```
109
C46H41BF5N15Sr | the OMol25 dataset | wB97M-V/def2-TZVPD
Sr 1.41 0.16 -0.85
C 0.25 2.24 -4.14
C 0.58 2.84 -2.83
C 0.96 4.15 -2.53
C 1.19 4.15 -1.16
C 1.71 5.29 -0.36
N 0.92 2.91 -0.70
N 0.57 2.13 -1.72
B 0.93 2.26 0.70
N 2.41 2.22 1.16
N 3.09 1.37 0.39
C 4.35 1.32 0.81
C 5.35 0.43 0.17
C 4.48 2.18 1.90
C 3.22 2.73 2.10
C 2.82 3.68 3.17
N -0.27 2.75 1.55
N -1.24 1.81 1.48
C -2.32 2.28 2.07
C -3.58 1.49 2.17
C -2.06 3.57 2.56
C -0.75 3.84 2.21
C -0.07 5.13 2.51
H 0.27 2.99 -4.93
H -0.75 1.79 -4.10
H 0.97 1.45 -4.36
H 1.08 4.98 -3.20
H 2.39 5.88 -0.99
H 2.27 4.93 0.49
H 0.91 5.94 -0.02
H 0.64 1.13 0.58
H 4.84 -0.37 -0.36
H 6.01 0.00 0.93
H 5.97 0.98 -0.54
H 5.36 2.36 2.49
H 3.44 3.52 4.06
H 1.78 3.53 3.44
H 2.97 4.72 2.86
H -3.66 0.80 1.33
H -4.44 2.15 2.19
H -3.58 0.90 3.09
H -2.73 4.22 3.10
H -0.68 5.95 2.13
H 0.92 5.18 2.07
H 0.02 5.25 3.59
N -6.26 2.71 -1.49
C -4.96 2.26 -1.50
C -4.63 0.97 -1.94
C -3.30 0.60 -1.99
N -2.30 1.41 -1.65
C -2.61 2.62 -1.24
C -3.90 3.10 -1.13
H -6.97 1.99 -1.45
H -6.45 3.49 -0.89
H -5.41 0.29 -2.23
H -3.01 -0.39 -2.31
H -1.78 3.26 -0.97
H -4.10 4.09 -0.77
F 0.51 -2.04 2.43
C 0.84 -3.20 3.07
C 0.18 -3.52 4.24
F -0.81 -2.68 4.64
C 0.50 -4.65 5.02
C 1.55 -5.43 4.47
C 2.18 -5.12 3.29
F 3.14 -5.97 2.85
C 1.87 -3.98 2.54
C 2.56 -3.62 1.31
C 2.01 -2.80 0.39
N 1.54 -2.12 -0.44
C 3.88 -4.02 1.07
N 4.98 -4.30 0.87
F 1.96 -6.54 5.13
C -0.14 -4.98 6.24
C 0.15 -6.10 7.00
N 0.31 -7.01 7.71
C -1.15 -4.21 6.81
N -1.99 -3.63 7.37
F -3.47 -3.32 3.07
C -2.89 -3.13 1.86
C -2.98 -4.14 0.93
C -2.49 -3.93 -0.34
C -1.91 -2.70 -0.68
C -1.79 -1.71 0.29
C -2.27 -1.92 1.57
H -3.44 -5.08 1.20
H -2.55 -4.70 -1.09
H -1.33 -0.76 0.03
H -2.16 -1.17 2.34
N 2.70 -0.39 -2.68
C 3.74 -0.26 -3.21
N 4.74 -0.22 -3.96
C 5.90 0.30 -3.99
N 6.97 0.73 -4.16
C -0.27 -3.82 -4.95
C -0.93 -2.49 -4.62
C 0.04 -1.33 -4.86
C -2.18 -2.30 -5.49
C -1.30 -2.50 -3.21
C -1.49 -2.52 -2.02
H -0.01 -3.87 -6.01
H -0.94 -4.65 -4.72
H 0.64 -3.94 -4.36
H 0.52 -1.43 -5.84
H 0.81 -1.31 -4.08
H -0.50 -0.39 -4.83
H -1.89 -2.23 -6.54
H -2.72 -1.40 -5.21
H -2.86 -3.15 -5.39
```

- highest occupied orbital energy (eV) = -1.50
- energy relative to the best compared isomer or geometry (same formula, charge and spin) (eV) = 4.262
- charge = -2
- frontier orbital gap (hartree) = 0.1751
- largest force on an atom (Eh/bohr) = 0.0661
- multiplicity = 1

Entry 2:
The following is a quantum chemistry calculation of 13 unconnected molecules or ions with the total composition C5H36NO13S, from the OMol25 dataset.

```
56
C5H36NO13S | the OMol25 dataset | wB97M-V/def2-TZVPD
C -1.02 0.25 1.36
C -1.12 0.00 2.85
O -0.71 -1.40 3.13
C -2.44 0.20 0.70
N -2.48 0.86 -0.59
C -2.03 0.09 -1.77
C -0.59 0.57 -1.97
S 0.22 0.23 -3.53
H -0.61 1.24 1.16
H -0.43 -0.47 0.79
H -0.61 0.56 3.62
H -2.15 0.00 3.21
H 0.21 -1.28 3.42
H -2.55 -0.88 0.55
H -3.18 0.65 1.34
H -3.25 1.48 -0.74
H -2.68 0.49 -2.53
H -2.17 -0.97 -1.55
H -0.69 1.66 -1.90
H 0.01 0.39 -1.08
H -1.67 3.21 1.81
H -0.52 3.11 2.87
O -1.46 2.96 2.72
H 3.04 1.41 0.09
H 3.29 2.88 0.08
O 3.78 2.05 0.11
H -0.57 -3.38 -2.30
H -0.42 -1.90 -2.36
O -0.45 -2.63 -1.72
H 2.48 -1.63 -1.49
H 1.30 -2.37 -0.94
O 2.07 -1.86 -0.64
H -2.57 -2.55 2.09
H -1.43 -3.43 2.42
O -2.39 -3.47 2.31
H 2.80 1.28 -2.89
H 3.62 2.23 -2.07
O 3.49 1.96 -3.00
H 1.30 -3.26 1.18
H 2.40 -3.63 2.07
O 1.54 -3.96 1.81
H 0.00 3.27 -1.22
H 0.23 4.45 -0.33
O 0.10 3.50 -0.30
H -2.65 -2.07 -4.09
H -2.81 -3.12 -2.97
O -2.28 -2.89 -3.74
H 2.32 -0.24 4.31
H 1.59 -0.30 3.01
O 1.75 -0.85 3.81
H 1.86 2.91 -3.61
H 0.34 2.71 -3.14
O 1.03 3.34 -3.34
H 3.03 -0.83 1.17
H 1.76 -0.43 0.57
O 2.38 -0.13 1.25
```

- highest occupied orbital energy (alpha / beta) (eV) = -9.15 / -9.14
- ⟨S²⟩ = 0.753
- frontier orbital gap (alpha / beta) (hartree) = 0.3316 / 0.2117
- largest force on an atom (Eh/bohr) = 0.0662
- multiplicity = 2

Entry 3:
The following is a quantum chemistry calculation of a molecular structure, C21H16N4S5Zr, from the OMol25 dataset.

```
47
C21H16N4S5Zr | the OMol25 dataset | wB97M-V/def2-TZVPD
Zr -1.14 -0.28 1.27
S -3.49 -0.39 2.09
C -2.65 0.47 3.35
N -1.40 0.85 3.08
C -0.81 1.44 4.21
C 0.48 1.96 4.29
C 0.87 2.52 5.49
C 0.00 2.57 6.58
C -1.28 2.07 6.50
C -1.67 1.49 5.30
S -3.21 0.77 4.91
H 1.13 1.93 3.43
H 1.86 2.94 5.58
H 0.34 3.02 7.51
H -1.94 2.12 7.36
C -0.93 4.01 -3.55
C -1.00 3.00 -2.46
C -1.72 3.23 -1.28
C -1.75 2.28 -0.29
N -1.11 1.09 -0.43
C -0.42 0.85 -1.56
C -0.35 1.77 -2.58
H -1.49 4.91 -3.31
H -1.32 3.59 -4.48
H 0.11 4.28 -3.73
H -2.25 4.16 -1.13
H -2.29 2.44 0.63
H 0.08 -0.11 -1.64
H 0.22 1.53 -3.47
S -1.60 -3.95 -2.12
C -0.55 -3.34 -1.06
S -0.91 -2.88 0.68
C 0.68 -2.04 0.75
N 1.39 -2.27 -0.31
N 0.80 -3.03 -1.23
C 1.55 -3.40 -2.40
C 2.18 -2.41 -3.14
C 2.91 -2.79 -4.26
C 2.99 -4.12 -4.62
C 2.36 -5.10 -3.86
C 1.63 -4.74 -2.74
S 1.04 -0.98 2.13
H 2.11 -1.38 -2.84
H 3.42 -2.04 -4.85
H 3.56 -4.41 -5.49
H 2.43 -6.14 -4.14
H 1.13 -5.49 -2.14
```

- highest occupied orbital energy (eV) = -13.96
- energy relative to the best compared isomer or geometry (same formula, charge and spin) (eV) = 0.273
- charge = +2
- frontier orbital gap (hartree) = 0.2242
- largest force on an atom (Eh/bohr) = 0.0142
- multiplicity = 1

Entry 4:
The following is a quantum chemistry calculation of a molecular structure, C28H19Cl2IrN3O7S4Sb, from the OMol25 dataset.

```
65
C28H19Cl2IrN3O7S4Sb | the OMol25 dataset | wB97M-V/def2-TZVPD
Ir -0.62 0.26 -0.96
O -1.62 -6.59 -0.22
N -1.65 -5.93 0.85
O -1.73 -6.49 1.96
C -1.58 -4.54 0.81
C -1.58 -3.86 2.03
C -1.46 -2.47 2.09
C -1.47 -1.70 3.29
C -1.30 -0.34 3.23
C -1.10 0.30 2.00
N -1.11 -0.40 0.87
C -1.29 -1.74 0.90
C -1.35 -2.41 -0.37
N -1.26 -1.61 -1.46
C -1.40 -2.12 -2.67
C -1.59 -3.48 -2.85
C -1.62 -4.33 -1.75
C -1.51 -3.81 -0.45
H -1.67 -4.44 2.93
H -1.63 -2.20 4.24
H -1.31 0.26 4.13
H -0.91 1.36 1.92
H -1.38 -1.43 -3.51
H -1.72 -3.87 -3.85
H -1.74 -5.39 -1.88
S -4.44 -1.01 -4.54
Sb -4.87 1.13 -3.79
S -2.10 2.63 -1.77
S -3.25 1.09 -1.58
S -6.77 0.38 -2.67
Cl 4.82 -2.42 -5.36
C 3.77 -1.92 -4.05
C 3.93 -2.49 -2.77
C 3.14 -2.11 -1.73
C 2.11 -1.12 -1.88
O 1.44 -0.76 -0.86
C 1.94 -0.59 -3.21
C 0.91 0.32 -3.57
O -0.06 0.73 -2.92
C 2.80 -0.99 -4.26
H 4.70 -3.25 -2.63
H 3.26 -2.54 -0.75
H 0.95 0.68 -4.61
H 2.66 -0.56 -5.24
C 1.71 2.51 4.32
C 1.01 3.64 3.61
C 0.15 4.50 4.27
C -0.49 5.52 3.58
Cl -1.56 6.60 4.44
C -0.30 5.68 2.22
C 0.56 4.82 1.54
C 1.23 3.82 2.24
O 2.11 2.96 1.68
C 2.35 3.08 0.28
C 1.15 2.70 -0.59
O 1.05 3.22 -1.70
O 0.37 1.84 -0.03
H 1.42 2.48 5.37
H 2.79 2.61 4.25
H 1.46 1.55 3.86
H -0.02 4.38 5.33
H -0.83 6.46 1.68
H 0.68 4.93 0.47
H 3.14 2.37 0.06
H 2.68 4.08 0.01
```

- highest occupied orbital energy (alpha / beta) (eV) = -3.52 / -5.89
- ⟨S²⟩ = 8.815
- energy relative to the best compared isomer or geometry (same formula, charge and spin) (eV) = 0.812
- charge = -1
- frontier orbital gap (alpha / beta) (hartree) = 0.1860 / 0.1977
- largest force on an atom (Eh/bohr) = 0.0190
- multiplicity = 6